C3H10OSSi in the gas phase at a distorted geometry. Source: OMol25; level of theory: ωB97M-V/def2-TZVPD.

Element x y z (Å)
C -2.318 0.361 -0.047
C -0.962 -0.148 -0.447
C -0.384 -0.780 0.782
O 2.367 -0.969 0.113
Si 2.572 0.644 -0.243
S 0.963 -2.141 0.400
H -3.055 -0.393 -0.132
H -2.232 0.859 0.813
H -2.521 1.204 -0.775
H -0.165 0.607 -0.740
H -1.006 -0.853 -1.327
H -1.098 -1.374 1.321
H 0.050 -0.122 1.497
H 1.414 1.599 0.252
H 4.032 0.852 0.263
H 2.342 0.653 -1.729

Its total charge is 0. The calculation puts the relative energy (zero: lowest compared OMol25 entry of this formula, charge and spin) at 2.748 eV. As for the SMILES: CCCSO[SiH3]. Its multiplicity is 1. Its total energy is -24031.74711 eV.

3 unconnected molecules or ions with the total composition C4H15NO2S at a distorted geometry. Source: OMol25; level of theory: ωB97M-V/def2-TZVPD.

Element x y z (Å)
C 1.350 -0.239 -2.090
N 0.101 0.279 -1.549
C -0.293 -0.317 -0.274
C -1.500 0.462 0.266
S -1.840 0.200 2.020
C -0.572 -1.800 -0.356
H 1.301 -1.279 -2.423
H 1.730 0.423 -2.860
H 2.071 -0.307 -1.275
H -0.642 0.184 -2.222
H 0.475 -0.047 0.444
H -1.376 1.534 0.131
H -2.396 0.207 -0.304
H -2.218 -1.082 1.993
H -0.917 -2.182 0.601
H -1.444 -1.951 -1.002
H 0.270 -2.340 -0.765
H 2.865 -2.311 0.669
H 3.012 -0.872 1.258
O 3.323 -1.472 0.574
H 1.112 3.546 -0.798
H 0.597 2.048 -1.021
O 0.419 2.917 -0.587

Its total charge is 0. The calculation puts the relative energy (zero: lowest compared OMol25 entry of this formula, charge and spin) at 0.391 eV. As for the SMILES: CN[C@H](C)CS.O.O. Its multiplicity is 1. Its total energy is -20811.48327 eV.

3 unconnected molecules or ions with the total composition C2H12NO2S at a distorted geometry. Source: OMol25; level of theory: ωB97M-V/def2-TZVPD.

Element x y z (Å)
C 0.311 -1.468 0.748
C 0.824 -2.759 0.175
S 1.523 -2.672 -1.486
N -0.694 -0.805 -0.170
H -0.217 -1.656 1.681
H 1.085 -0.743 0.992
H 1.514 -3.204 0.896
H 0.062 -3.525 0.112
H 2.761 -2.294 -1.142
H -0.936 -1.337 -0.993
H -1.531 -0.694 0.401
H -0.466 0.226 -0.335
H -0.668 5.394 0.000
H -1.872 4.506 0.427
O -0.985 4.489 0.044
H 0.494 2.398 -0.606
H -0.954 2.357 -0.204
O -0.250 1.788 -0.539

Its total charge is +1. The calculation puts the relative energy (zero: lowest compared OMol25 entry of this formula, charge and spin) at 0.358 eV. Its multiplicity is 1. Its total energy is -18682.86865 eV.

A molecular structure, C38H48BrIMnN4OSe4 at a distorted geometry. Source: OMol25; level of theory: ωB97M-V/def2-TZVPD.

Element x y z (Å)
Mn -1.235 -0.923 0.265
Se -2.541 -0.084 4.295
Se -3.213 -1.312 6.137
Se -5.480 0.032 1.851
Se -3.468 -1.040 2.321
C 2.237 5.948 3.182
C 1.123 5.684 2.170
C -0.111 6.492 2.595
C 1.599 6.181 0.798
C 0.763 4.199 2.087
C -0.244 3.771 1.222
C -0.563 2.438 1.136
Br -1.988 1.959 -0.015
C 0.070 1.396 1.872
O -0.277 0.155 1.715
C 1.057 1.850 2.798
C 1.366 3.214 2.853
C 1.764 0.971 3.854
C 3.289 1.161 3.779
C 1.464 -0.522 3.742
C 1.284 1.410 5.248
H 2.479 7.015 3.189
H 3.146 5.396 2.930
H 1.933 5.663 4.193
H 0.137 7.555 2.697
H -0.492 6.129 3.552
H -0.917 6.400 1.863
H 1.829 7.253 0.831
H 0.836 6.018 0.034
H 2.499 5.642 0.491
H -0.811 4.477 0.625
H 2.113 3.517 3.577
H 3.660 0.962 2.772
H 3.780 0.465 4.468
H 3.597 2.174 4.054
H 1.725 -0.943 2.770
H 0.401 -0.696 3.897
H 2.030 -1.051 4.520
H 1.510 2.463 5.439
H 1.773 0.806 6.021
H 0.205 1.268 5.339
N -1.898 -0.979 -1.519
C -2.628 -1.237 -2.491
C -3.874 -2.094 -2.354
C -4.142 -3.153 -3.223
C -5.201 -4.023 -2.975
C -6.006 -3.831 -1.857
C -5.751 -2.772 -0.992
C -4.689 -1.913 -1.240
C -2.244 -0.735 -3.887
C -3.132 -0.658 -4.954
C -2.710 -0.217 -6.208
C -1.390 0.160 -6.406
C -0.505 0.122 -5.335
C -0.935 -0.316 -4.090
H -3.507 -3.314 -4.090
H -5.392 -4.849 -3.652
H -6.829 -4.510 -1.659
H -6.351 -2.595 -0.106
H -4.503 -1.097 -0.547
H -4.169 -0.932 -4.799
H -3.417 -0.167 -7.028
H -1.056 0.491 -7.382
H 0.522 0.442 -5.470
H -0.273 -0.327 -3.229
C 3.449 1.240 -0.845
C 3.763 -0.169 -0.344
N 3.252 -1.230 -1.200
C 4.161 -1.847 -2.149
C 4.337 -1.068 -3.452
C 1.909 -1.520 -1.167
C 1.397 -2.577 -2.113
N 1.057 -0.948 -0.404
H 3.842 1.986 -0.153
H 2.374 1.403 -0.926
H 3.894 1.413 -1.827
H 3.361 -0.303 0.662
H 4.843 -0.308 -0.264
H 3.815 -2.854 -2.372
H 5.129 -1.955 -1.655
H 3.366 -0.865 -3.909
H 4.942 -1.639 -4.163
H 4.833 -0.111 -3.277
H 1.790 -3.564 -1.855
H 1.657 -2.361 -3.152
H 0.315 -2.591 -2.022
H 1.437 -0.258 0.237
I -0.880 -3.335 3.359
C -1.274 -4.225 1.526
C -1.456 -5.615 1.474
C -1.730 -6.197 0.258
C -1.816 -5.396 -0.864
C -1.627 -4.031 -0.709
N -1.363 -3.447 0.457
H -1.390 -6.195 2.382
H -1.886 -7.268 0.189
H -2.041 -5.797 -1.842
H -1.712 -3.361 -1.554

Its total charge is -2. Its multiplicity is 6. Its total energy is -419045.73741 eV. As for the expectation value of S²: 8.76.

Question: What is the formula in the first record?
Answer: C3H10OSSi

Question: Which formula does entry 4 have?
Answer: C38H48BrIMnN4OSe4